# 1
Here is C36H64IN8O4P as an isolated structure at a distorted geometry from the OMol25 dataset. Energies are from the ωB97M-V functional and the def2-TZVPD basis.

Last column: Löwdin charge in e.
Geometry (Å):
C1 3.47851 -2.00139 -4.72749  -0.1833
C2 2.20838 -2.75152 -5.17635  -0.2935
C3 0.96537 -1.88841 -4.96142  -0.6491
I1 0.94515 -1.26700 -2.87138  1.0648
O1 -0.15326 -2.73133 -5.27954  -0.0063
C4 -1.31814 -2.13487 -5.09341  -0.6995
O2 -1.51618 -0.95821 -5.18304  0.0678
O3 -2.29690 -3.04641 -4.83708  -0.1386
P1 -3.76110 -2.32577 -4.55990  0.8931
O4 -4.64758 -3.09691 -3.50730  -0.4043
H1 3.28892 -0.93906 -4.83755  0.0192
H2 3.72670 -2.25003 -3.70060  0.0488
H3 4.33841 -2.26697 -5.33830  0.0645
H4 2.28251 -3.01432 -6.23540  0.1115
H5 2.08295 -3.69992 -4.65281  0.1051
H6 1.00926 -1.00868 -5.59669  0.0998
H7 -4.39291 -2.26192 -5.80216  0.0469
H8 -3.65297 -1.07104 -3.96791  0.0445
C5 3.55903 2.01149 -8.00996  -0.1081
C6 4.10051 3.07025 -7.05443  -0.2686
C7 5.47328 2.70509 -6.47891  -0.1958
C8 5.38220 1.45191 -5.72377  -0.2124
N1 5.31053 0.47032 -5.13719  0.1704
H9 3.40322 1.05631 -7.50495  0.0625
H10 2.59748 2.32403 -8.41718  0.0720
H11 4.24338 1.84912 -8.84542  0.0761
H12 3.38770 3.21412 -6.24065  0.1148
H13 4.18044 4.02037 -7.58019  0.0791
H14 5.82364 3.49427 -5.81411  0.0945
H15 6.20614 2.58573 -7.27872  0.1181
C9 -2.34477 -2.72576 0.80993  -0.1115
C10 -1.17614 -3.62230 1.19299  -0.2508
C11 0.01798 -2.82948 1.73379  -0.1778
C12 0.50513 -1.89894 0.71337  -0.2199
N2 0.88678 -1.18966 -0.10131  -0.0028
H16 -2.07081 -2.03812 0.00747  0.0630
H17 -3.18420 -3.32325 0.45187  0.0718
H18 -2.68512 -2.13842 1.66506  0.0760
H19 -0.86688 -4.20268 0.32066  0.1036
H20 -1.50386 -4.33551 1.95130  0.1106
H21 0.82798 -3.50684 2.00708  0.1188
H22 -0.26811 -2.26510 2.62214  0.0774
C13 0.98181 -1.84518 6.54316  -0.1035
C14 1.07193 -0.32380 6.58312  -0.2515
C15 -0.26995 0.35814 6.29359  -0.1925
C16 -0.74838 -0.00048 4.95719  -0.2223
N3 -1.11917 -0.28108 3.90975  0.1581
H23 0.69649 -2.20301 5.55241  0.0617
H24 1.94767 -2.29006 6.78378  0.0720
H25 0.24983 -2.21281 7.26437  0.0754
H26 1.81849 0.00977 5.85941  0.1115
H27 1.41941 -0.01099 7.56928  0.1003
H28 -0.16094 1.44273 6.34760  0.1031
H29 -1.01691 0.05588 7.02859  0.0656
C17 -3.45403 -8.03006 -2.82493  -0.1168
C18 -2.13456 -7.33262 -3.12409  -0.2728
C19 -2.14286 -5.85804 -2.71155  -0.1950
C20 -3.17303 -5.10689 -3.43908  -0.1421
N4 -3.99137 -4.48301 -4.02568  -0.0755
H30 -4.27474 -7.58058 -3.38654  0.0711
H31 -3.40385 -9.08307 -3.10600  0.0674
H32 -3.69431 -7.97562 -1.76044  0.0730
H33 -1.91974 -7.41194 -4.19127  0.1081
H34 -1.32749 -7.84961 -2.59353  0.1032
H35 -1.17553 -5.39938 -2.93049  0.1149
H36 -2.32002 -5.77656 -1.62974  0.1030
C21 8.78162 5.84321 -4.91143  -0.1078
C22 9.01514 5.72005 -6.41303  -0.2612
C23 8.11524 6.65014 -7.23535  -0.1826
C24 6.70259 6.33681 -7.00375  -0.2181
N5 5.60001 6.08391 -6.82313  0.1716
H37 7.76482 5.55642 -4.63919  0.0673
H38 9.46073 5.18839 -4.36621  0.0740
H39 8.95155 6.86599 -4.57037  0.0779
H40 8.84773 4.68493 -6.71740  0.1071
H41 10.05764 5.95402 -6.63406  0.1081
H42 8.32602 6.53789 -8.29891  0.1176
H43 8.29177 7.69181 -6.96447  0.1214
C25 -5.70683 -1.14091 0.48722  -0.1084
C26 -5.05921 -0.62389 -0.78796  -0.2672
C27 -5.15852 0.89966 -0.93147  -0.1845
C28 -6.56022 1.32733 -0.97384  -0.2437
N6 -7.65737 1.65464 -1.00701  0.1406
H44 -6.77743 -0.93493 0.52496  0.0710
H45 -5.58136 -2.22127 0.55661  0.0675
H46 -5.24420 -0.68460 1.36568  0.0765
H47 -5.52869 -1.10750 -1.64666  0.0954
H48 -4.00711 -0.91261 -0.79513  0.0877
H49 -4.66883 1.22609 -1.84954  0.1122
H50 -4.66690 1.39505 -0.09282  0.1187
C29 -0.08135 1.42426 10.65642  -0.1060
C30 -1.51425 1.92676 10.76827  -0.2681
C31 -2.54140 0.79286 10.87361  -0.1774
C32 -2.47398 -0.03907 9.67222  -0.2180
N7 -2.42350 -0.64983 8.70473  0.1602
H51 0.06504 0.83182 9.75126  0.0554
H52 0.61096 2.26385 10.61017  0.0741
H53 0.18884 0.80824 11.51724  0.0766
H54 -1.73979 2.54159 9.90076  0.0442
H55 -1.60030 2.56555 11.64966  0.1119
H56 -3.55023 1.19665 10.96240  0.1172
H57 -2.34969 0.17425 11.75163  0.1196
C33 -2.16674 4.58622 4.75251  -0.1053
C34 -3.11440 3.57065 5.38045  -0.2529
C35 -3.34001 3.81107 6.87867  -0.1728
C36 -2.07518 3.71279 7.61152  -0.2158
N8 -1.07925 3.63569 8.17372  0.1740
H58 -1.17059 4.53131 5.19434  0.0696
H59 -2.05965 4.39557 3.68523  0.0752
H60 -2.54161 5.60379 4.87855  0.0770
H61 -2.71551 2.56586 5.22632  0.0994
H62 -4.07705 3.61431 4.86933  0.1111
H63 -4.03269 3.07006 7.27947  0.1185
H64 -3.76719 4.80020 7.04932  0.1221

Cartesian forces, eV/Å:
C -0.46 -0.61 -0.43
C 0.16 0.14 0.02
C 1.24 -0.68 0.16
I -0.37 -0.23 -0.78
O -0.30 0.02 0.66
C 0.07 0.04 -0.64
O -0.15 0.40 0.01
O 0.50 1.52 -0.19
P -3.13 -1.92 3.13
O -0.53 8.86 1.16
H 0.36 0.13 0.17
H -0.03 0.28 0.12
H -0.02 0.05 -0.10
H -0.15 0.16 -0.08
H -0.04 0.05 0.14
H -0.35 0.11 0.07
H 0.44 0.08 -0.15
H 0.49 0.11 -0.63
C -0.02 0.00 0.06
C -0.21 -0.07 -0.30
C -0.38 0.00 0.07
C 0.34 0.32 -0.15
N 0.07 -0.15 0.15
H 0.06 -0.01 -0.01
H 0.02 0.01 -0.03
H -0.01 -0.02 -0.01
H 0.09 0.05 0.07
H 0.10 0.06 0.12
H 0.04 -0.02 0.01
H 0.02 -0.05 0.01
C -0.12 -0.02 -0.02
C -0.25 -0.02 -0.11
C -0.11 -0.17 -0.12
C 0.10 -0.12 0.46
N 0.01 0.22 0.28
H 0.05 0.01 0.03
H 0.00 0.01 0.00
H 0.02 0.03 -0.02
H 0.07 -0.02 0.04
H 0.12 0.01 0.06
H 0.08 0.08 -0.03
H 0.00 0.12 -0.05
C 0.04 -0.01 0.05
C 0.12 -0.24 0.01
C 0.26 -0.02 -0.05
C -0.06 0.23 0.38
N -0.09 -0.13 -0.33
H -0.05 0.02 0.00
H -0.01 -0.01 0.02
H -0.02 0.00 -0.02
H -0.02 0.09 0.02
H -0.06 0.10 -0.01
H -0.07 0.02 -0.02
H -0.04 -0.02 -0.07
C -0.01 -0.07 -0.05
C 0.05 -0.22 0.09
C -0.45 0.15 0.22
C -0.77 0.40 -0.18
N 3.15 -9.28 -3.23
H 0.03 0.07 0.04
H -0.01 0.00 0.04
H -0.02 0.00 -0.01
H 0.04 0.09 0.00
H 0.01 0.10 -0.01
H -0.03 0.11 0.02
H 0.18 -0.04 -0.03
C 0.02 -0.04 -0.02
C 0.07 -0.04 0.26
C 0.07 -0.25 0.11
C 0.29 0.25 -0.21
N -0.26 -0.10 0.09
H -0.02 0.05 -0.02
H 0.02 0.02 0.01
H -0.02 0.00 0.02
H 0.00 0.03 -0.10
H -0.03 0.03 -0.11
H -0.06 0.06 -0.03
H -0.04 0.02 0.00
C 0.06 -0.04 0.11
C -0.15 -0.15 0.04
C -0.08 -0.27 -0.04
C 0.42 0.08 -0.01
N -0.32 0.07 0.00
H 0.01 0.08 -0.07
H 0.02 0.00 0.04
H -0.01 -0.05 0.04
H 0.10 0.03 -0.07
H 0.02 0.09 -0.08
H -0.01 0.09 0.01
H -0.01 0.05 0.00
C 0.01 0.01 0.03
C 0.17 0.05 0.16
C 0.22 0.17 -0.03
C -0.27 0.12 0.35
N 0.05 -0.22 -0.29
H -0.03 -0.02 0.01
H -0.01 0.01 -0.01
H 0.02 -0.02 -0.02
H -0.06 -0.08 0.19
H -0.12 -0.05 0.02
H -0.04 -0.07 -0.02
H -0.01 -0.07 -0.04
C -0.01 -0.03 -0.01
C 0.14 0.09 -0.22
C 0.09 -0.16 -0.21
C -0.36 0.14 -0.11
N 0.31 0.06 -0.12
H -0.02 0.02 0.05
H -0.02 0.02 0.00
H 0.02 0.01 0.00
H -0.08 -0.04 0.06
H -0.05 -0.05 0.10
H 0.01 0.02 0.08
H 0.03 0.02 0.04

Results
HOMO-LUMO gap	0.2461	Eh
ΔE to the lowest compared entry with this formula, charge and spin	1.072	eV
DFT total energy	-75865.1422	eV
HOMO level	-6.1714	eV
strongest force on any atom	10.31	eV Å⁻¹
net charge	0

=====

# 2
Here is a 10-piece molecular cluster, C36H64O30 overall at a distorted geometry from the OMol25 dataset. Energies are from the ωB97M-V functional and the def2-TZVPD basis.

Last column: Mulliken spin population.
Geometry (Å):
C1 5.10031 -6.34004 4.72648  0.0000
C2 6.20531 -6.09393 5.74684  0.0000
O1 6.26224 -7.22721 6.63649  0.0000
C3 5.21505 -8.07136 6.26549  0.0001
O2 4.88678 -9.09074 6.91621  -0.0001
O3 4.64665 -7.63181 5.09406  0.0000
H1 5.36637 -6.53343 3.68729  0.0000
H2 4.26038 -5.64583 4.75265  0.0000
H3 5.92811 -5.27402 6.40941  0.0000
H4 7.21725 -6.00351 5.35201  0.0000
C4 5.99143 -16.41301 14.82585  0.0000
C5 6.40323 -16.10216 13.36324  -0.0001
O4 5.42840 -16.65105 12.57105  0.0000
C6 4.58313 -17.42398 13.29720  0.0000
O5 3.74478 -18.17462 12.86127  0.0000
O6 4.88372 -17.31762 14.63253  0.0000
H5 5.59350 -15.56576 15.38434  0.0000
H6 6.81208 -16.98552 15.25814  0.0000
H7 7.38555 -16.50979 13.12452  0.0000
H8 6.52040 -15.03615 13.16829  0.0002
C7 6.77864 -13.18454 5.63238  0.0001
C8 5.68494 -12.19366 5.56901  -0.0001
C9 4.66200 -12.62683 4.50514  -0.0001
O7 3.45348 -12.56167 5.28146  0.0000
C10 3.69831 -12.45917 6.55694  0.0000
O8 2.84292 -12.60212 7.36423  0.0005
O9 4.99595 -12.39601 6.81829  0.0002
H9 7.26719 -13.35140 4.67239  0.0000
H10 6.46825 -14.14008 6.05510  0.0000
H11 7.57081 -12.88153 6.31704  0.0000
H12 5.88917 -11.12319 5.59116  0.0000
H13 4.90444 -13.64680 4.20685  0.0000
H14 4.82083 -11.96005 3.65763  0.0000
C11 0.48426 -8.49507 17.31306  0.0000
C12 0.09094 -9.48281 16.22761  -0.0005
C13 0.15424 -9.01188 14.81799  0.0011
O10 0.85307 -10.01471 14.12920  0.0005
C14 1.51578 -10.80161 15.00718  0.0004
O11 2.31818 -11.66186 14.69690  0.0002
O12 1.04864 -10.52329 16.30631  0.0004
H15 -0.22621 -7.66875 17.33564  0.0000
H16 1.44250 -8.11901 16.95465  0.0000
H17 0.55714 -8.96600 18.29338  0.0000
H18 -0.84226 -10.03147 16.35493  -0.0001
H19 0.76643 -8.11644 14.71071  0.0005
H20 -0.84023 -8.84697 14.40332  0.0003
C15 5.84126 -11.58639 14.09562  0.0006
O13 6.27162 -11.00154 12.99117  0.0004
C16 5.74041 -11.59378 11.81509  0.0000
O14 4.82794 -12.43755 11.76443  -0.0004
O15 6.37530 -10.91219 10.74487  -0.0002
C17 5.88624 -11.13288 9.44062  -0.0008
H21 6.24679 -11.17285 15.01900  0.0000
H22 5.96250 -12.66585 14.18597  0.0000
H23 4.78490 -11.33313 14.18543  -0.0001
H24 6.18859 -12.06784 8.96889  0.0000
H25 6.27877 -10.29278 8.86768  -0.0002
H26 4.79756 -11.10826 9.48817  0.0003
C18 0.73529 -6.34147 8.56377  -0.0006
O16 1.28635 -7.68678 8.73362  0.0329
C19 1.41628 -8.19638 9.89074  -0.0915
O17 1.28937 -7.59943 11.02331  0.8518
O18 1.86730 -9.48558 9.81315  0.1865
C20 1.90654 -10.37750 10.90821  0.0175
H27 -0.31747 -6.53138 8.77288  0.0018
H28 0.92164 -5.97513 7.55423  0.0003
H29 0.98969 -5.62615 9.34588  -0.0026
H30 0.97479 -10.61367 11.42218  0.0066
H31 2.55649 -9.83545 11.59512  -0.0157
H32 2.49629 -11.26197 10.66736  0.0098
C21 5.38991 -9.82013 17.25752  0.0001
C22 5.51736 -8.72906 16.23371  0.0001
O19 6.48711 -7.73613 16.62305  0.0000
C23 7.84676 -7.83350 16.60881  0.0000
O20 8.58591 -6.93649 17.10885  0.0000
O21 8.24593 -8.96292 16.01181  0.0000
C24 9.58649 -9.39727 15.93119  0.0000
H33 4.62066 -10.50858 16.90770  -0.0001
H34 5.29728 -9.38023 18.25050  0.0000
H35 6.29757 -10.41540 17.35704  0.0000
H36 4.55087 -8.29005 15.98616  0.0000
H37 5.77316 -9.16657 15.26870  -0.0002
H38 10.39808 -8.73657 15.62641  0.0000
H39 9.56729 -10.08455 15.08539  0.0000
H40 9.94998 -9.75814 16.89334  0.0000
C25 3.19086 -14.35289 16.37682  0.0000
C26 4.15850 -13.60913 17.23144  0.0000
O22 5.50666 -13.72358 16.80846  -0.0001
C27 6.53937 -13.54868 17.62507  0.0000
O23 6.43493 -13.20281 18.84326  0.0000
O24 7.72129 -13.60823 16.89240  0.0000
C28 8.90068 -12.92343 17.35366  0.0000
H41 2.20438 -14.01181 16.69087  0.0000
H42 3.12778 -15.42822 16.54351  0.0000
H43 3.45177 -14.28707 15.32056  0.0000
H44 4.05733 -13.93892 18.26541  0.0000
H45 3.93101 -12.54369 17.19695  0.0000
H46 9.15507 -13.00267 18.41059  0.0000
H47 8.83394 -11.84464 17.21277  0.0000
H48 9.78883 -13.31950 16.86130  0.0000
C29 3.72992 -15.46352 9.80898  0.0000
C30 5.12962 -14.94196 9.43197  -0.0001
O25 6.09037 -15.95915 8.89683  0.0000
C31 5.78786 -16.72138 7.78990  0.0000
O26 4.85399 -16.55895 7.00783  0.0000
O27 6.77241 -17.62904 7.74212  0.0000
C32 6.92456 -18.45863 6.56693  0.0000
H49 3.10133 -14.81691 10.42125  0.0000
H50 3.67920 -16.37145 10.40998  0.0000
H51 3.19704 -15.80672 8.92221  0.0000
H52 5.49196 -14.46430 10.34228  0.0000
H53 5.10269 -14.09841 8.74219  0.0002
H54 6.15964 -18.34235 5.79916  0.0000
H55 6.71922 -19.49705 6.82695  0.0000
H56 7.98220 -18.43851 6.30409  0.0000
C33 8.95855 -9.97963 6.51219  0.0000
C34 9.81377 -10.58002 7.67648  0.0000
O28 9.42616 -11.99348 7.77013  0.0000
C35 9.89242 -12.83987 8.59041  0.0000
O29 10.91911 -12.75614 9.31664  0.0000
O30 9.12208 -13.89981 8.53285  0.0000
C36 9.44213 -15.10958 9.18158  0.0000
H57 9.22958 -8.92411 6.53486  0.0000
H58 7.89081 -9.93768 6.72728  0.0000
H59 9.08211 -10.30291 5.47859  0.0000
H60 9.55217 -9.99830 8.56037  0.0000
H61 10.89345 -10.55450 7.52907  0.0000
H62 8.85110 -15.85998 8.65653  0.0000
H63 9.13077 -15.06635 10.22527  0.0000
H64 10.50380 -15.34974 9.12440  0.0000

Cartesian forces, eV/Å:
C 0.14 -1.02 -0.57
C 0.72 0.70 0.75
O -2.30 -1.41 -1.17
C -0.06 -2.06 1.69
O 1.11 3.79 -2.67
O -0.45 -1.70 2.25
H 0.58 0.86 0.02
H 0.18 0.10 0.21
H 0.38 0.35 -0.36
H -0.26 0.39 -0.18
C -0.30 -0.58 -1.12
C 1.52 1.29 1.24
O -1.60 -0.81 -0.92
C -0.44 -1.47 0.44
O 1.14 1.55 0.42
O -0.14 0.05 -0.84
H 0.62 -0.11 0.08
H -0.28 0.39 0.67
H -0.07 -0.43 -0.03
H -0.42 0.16 0.00
C 2.39 -0.03 0.22
C -0.41 -0.90 0.63
C 1.22 0.44 1.42
O -0.47 0.42 -3.45
C -0.03 -1.34 1.04
O -0.79 0.61 1.34
O -0.19 0.69 0.13
H -0.10 -0.03 -0.15
H -0.56 0.01 -0.37
H 0.10 0.26 0.00
H 0.55 -0.11 -0.58
H -0.57 -0.07 -0.01
H -1.20 0.09 -0.08
C -0.59 0.16 -0.94
C -0.63 -0.84 1.60
C 0.07 1.42 -0.36
O 0.50 -0.96 -0.59
C 0.38 -1.74 1.09
O -1.64 2.11 0.81
O 2.14 -1.16 -2.55
H 0.02 0.06 0.18
H 0.18 0.19 0.53
H 0.04 0.05 -0.20
H -0.42 0.53 0.48
H -0.22 0.38 0.12
H 0.17 -0.11 -0.20
C -2.62 -1.36 4.18
O 1.13 -0.08 -5.95
C -0.34 0.90 -0.55
O 3.08 2.68 0.03
O -0.76 -1.72 3.43
C -0.63 0.07 -0.45
H 0.77 0.26 -0.43
H 0.06 -0.09 -0.40
H -0.48 -0.62 0.30
H 0.19 -0.04 0.38
H -0.24 -0.13 -0.10
H -0.07 0.01 -0.44
C -1.63 0.20 0.84
O 0.48 0.30 0.51
C 1.56 -2.46 -0.27
O -0.07 -0.98 -1.42
O -1.89 3.29 -0.90
C 1.55 -0.11 2.48
H -0.25 0.37 -0.74
H 0.15 -0.45 0.29
H 0.90 -0.21 -0.13
H -0.22 0.22 -0.62
H -0.07 -0.47 0.66
H -0.39 0.04 -0.71
C 0.64 -0.01 0.16
C 1.07 -0.90 -0.93
O 0.42 0.89 0.19
C 1.65 2.52 1.54
O -2.89 -3.66 -2.05
O -0.80 0.67 0.00
C 1.20 -0.11 -0.38
H -0.36 0.12 0.59
H -0.83 -0.21 0.02
H 0.23 0.01 -0.36
H 0.18 0.85 0.73
H 0.54 0.02 -0.05
H -0.72 1.20 0.02
H 0.01 -0.68 0.64
H -0.37 -0.58 -0.11
C 0.08 -1.07 -0.30
C -0.32 0.53 1.48
O 1.57 -0.96 -1.00
C 0.51 2.65 3.69
O 0.71 -1.56 -4.54
O -1.45 -0.18 0.76
C 0.35 0.35 0.95
H -0.08 0.36 -0.72
H 0.51 -0.15 0.42
H -0.60 0.64 -0.11
H 0.22 0.12 0.09
H -0.09 0.03 0.06
H -0.74 -0.57 0.23
H -0.28 -0.07 -0.52
H -0.50 -0.10 -0.53
C -0.22 -1.28 -0.78
C -0.74 -0.23 0.01
O -1.22 0.16 0.10
C -0.93 1.37 0.14
O 1.88 -0.40 1.45
O -0.39 -0.02 -0.72
C -0.48 -1.07 0.60
H 0.35 0.74 -0.45
H 1.01 -0.17 0.23
H -0.22 0.58 -0.17
H 1.04 -0.76 0.00
H -0.33 -0.36 -0.45
H 0.45 1.10 -0.17
H 0.17 -0.07 0.68
H -0.33 0.45 -0.47
C 0.66 0.79 0.83
C -0.76 -0.78 -1.28
O -1.45 3.03 -1.81
C 4.42 -1.47 3.92
O -2.75 0.21 -1.97
O -0.98 -0.24 -0.67
C 0.15 -0.52 0.29
H 0.15 0.23 -0.22
H -0.03 -0.52 0.30
H 0.40 -0.53 0.31
H 0.03 -0.54 0.32
H -0.13 0.18 -0.17
H 0.08 -0.01 0.20
H 0.06 -0.01 0.01
H -0.02 0.19 -0.03

Results
HOMO-LUMO gap (spin up / spin down)	0.2955 / 0.0776	Eh
DFT total energy	-99780.9463	eV
HOMO level (spin up / spin down)	-11.7550 / -11.7550	eV
spin multiplicity	2
strongest force on any atom	6.09	eV Å⁻¹
net charge	+1